Below is a structure of composition C32H70GaIN9O3PSSi, with properties calculated with the ωB97M-V functional and the def2-TZVPD basis.

The value obtained for the relative energy (zero: lowest compared OMol25 entry of this formula, charge and spin) is 14.6 kcal per mole. As for the multiplicity: 1. The orbital gap comes out at 0.24002 Eh. The HOMO energy is -6.50 eV.

Last column: Löwdin charge in e.
Cartesian coordinates (Å):
Ga: -0.49838 0.48345 0.07220  -0.054
C: -4.16247 4.25537 1.61842  -0.050
N: -3.38534 3.06815 1.92260  -0.132
C: -2.95908 2.89848 3.30621  -0.034
C: -2.82249 2.29957 0.94982  -0.402
N: -2.18489 1.20829 1.14586  0.078
N: -3.01206 2.77461 -0.35314  0.174
C: -2.34255 2.33630 -1.48369  -0.466
N: -2.99885 2.63574 -2.64842  0.169
N: -1.19662 1.78821 -1.40486  0.104
H: -4.60767 4.61406 2.54328  0.093
H: -4.99492 4.03574 0.94563  0.089
H: -3.55217 5.05968 1.19662  0.101
H: -2.81891 3.88200 3.75220  0.095
H: -1.99554 2.39519 3.34803  0.043
H: -3.69487 2.34348 3.89206  0.094
H: -2.11176 0.94498 2.12141  0.042
H: -3.72329 3.46542 -0.50204  0.117
H: -4.00567 2.64194 -2.61158  0.105
H: -2.62525 2.20271 -3.47834  0.111
H: -0.81363 1.44417 -2.28205  0.082
C: -0.42779 -3.10117 3.50703  -0.023
C: -0.09398 -1.69709 3.01387  -0.607
C: -0.65995 -0.66670 3.98526  -0.037
C: 1.40962 -1.55211 2.84546  -0.033
O: -0.66208 -1.43244 1.70457  -0.224
Si: -2.02737 -2.08769 0.99978  -0.131
S: -2.08135 -1.15932 -0.84204  0.490
O: -2.00734 -3.72471 0.95803  -0.157
C: -1.40864 -4.66809 0.06466  -0.649
C: -1.36973 -5.98595 0.82711  -0.027
C: -0.00037 -4.22218 -0.30951  -0.027
C: -2.28555 -4.79631 -1.17269  -0.036
O: -3.20237 -1.70082 2.07652  -0.148
C: -4.58161 -2.00587 2.14214  -0.658
C: -4.74979 -3.42574 2.66712  -0.021
C: -5.17494 -0.99536 3.11664  -0.028
C: -5.21499 -1.85481 0.76663  -0.045
H: 0.06439 -3.25496 4.46865  0.093
H: -0.07182 -3.85747 2.81156  0.069
H: -1.50069 -3.23606 3.63983  0.084
H: -0.40134 -0.93167 5.01196  0.091
H: -1.74860 -0.65792 3.90424  0.077
H: -0.26450 0.32507 3.77316  0.006
H: 1.91048 -1.71642 3.80101  0.093
H: 1.66229 -0.55411 2.48595  0.011
H: 1.77903 -2.28678 2.12876  0.085
H: -0.75823 -5.89131 1.72444  0.079
H: -0.95103 -6.77546 0.20295  0.087
H: -2.37702 -6.27463 1.12787  0.085
H: 0.58239 -4.01330 0.58803  0.078
H: -0.03212 -3.31828 -0.91738  0.054
H: 0.50504 -5.00600 -0.87502  0.092
H: -3.28876 -5.11635 -0.88798  0.087
H: -1.86569 -5.53743 -1.85416  0.088
H: -2.35389 -3.83997 -1.69150  0.046
H: -4.39073 -3.49820 3.69419  0.088
H: -4.17930 -4.12494 2.05475  0.075
H: -5.80217 -3.71231 2.64625  0.087
H: -4.68783 -1.08258 4.08780  0.085
H: -6.24499 -1.16253 3.24581  0.087
H: -5.02037 0.01743 2.74087  0.074
H: -4.81782 -2.59270 0.06584  0.077
H: -5.00585 -0.86537 0.35789  0.073
H: -6.29335 -1.99461 0.84342  0.087
I: 0.82871 2.18728 1.80554  0.404
C: 1.14961 -0.21720 -0.77354  -0.396
H: 1.90383 -0.23768 0.02030  0.008
H: 0.89168 -1.25341 -1.01760  0.028
N: 1.57914 0.46085 -1.97194  -0.185
P: 2.81612 1.31306 -2.28116  0.652
N: 3.08251 1.26935 -3.94074  -0.208
C: 1.93792 1.24079 -4.84309  -0.215
C: 2.15442 0.23690 -5.98739  -0.181
C: 3.08734 -0.87146 -5.51818  -0.201
C: 4.47700 -0.27406 -5.29487  -0.180
C: 4.36218 1.10832 -4.61332  -0.208
N: 2.72192 2.92447 -1.85133  -0.188
C: 3.72615 3.84037 -2.40319  -0.218
C: 3.09010 4.85958 -3.33795  -0.176
C: 2.09446 5.74293 -2.56491  -0.192
C: 1.53901 4.99535 -1.34502  -0.184
C: 1.39211 3.51500 -1.65212  -0.259
N: 4.30510 0.87799 -1.64080  -0.186
C: 4.72620 1.44425 -0.33971  -0.195
C: 6.00638 0.76411 0.11981  -0.185
C: 5.78124 -0.72120 0.41480  -0.189
C: 4.76966 -1.32486 -0.57200  -0.169
C: 4.72491 -0.51918 -1.86266  -0.212
H: 1.74379 2.24145 -5.25278  0.102
H: 1.07078 0.93612 -4.25396  0.087
H: 2.59905 0.73250 -6.85590  0.108
H: 1.18890 -0.15870 -6.30733  0.106
H: 3.13452 -1.68604 -6.24286  0.107
H: 2.69921 -1.28470 -4.58336  0.107
H: 4.97935 -0.15552 -6.25898  0.107
H: 5.09074 -0.94813 -4.69716  0.090
H: 4.46854 1.90121 -5.36510  0.116
H: 5.16218 1.25070 -3.89157  0.095
H: 4.48701 3.26138 -2.92473  0.097
H: 4.23558 4.36890 -1.58780  0.115
H: 2.58286 4.32001 -4.14203  0.098
H: 3.86796 5.46709 -3.80398  0.109
H: 1.27101 6.02866 -3.22373  0.103
H: 2.57782 6.66902 -2.24860  0.103
H: 0.56857 5.40092 -1.05368  0.109
H: 2.20062 5.10984 -0.48396  0.112
H: 0.76146 3.40532 -2.55243  0.110
H: 0.89170 2.99790 -0.83954  -0.022
H: 3.94668 1.33156 0.42235  0.098
H: 4.90302 2.51104 -0.45856  0.096
H: 6.38204 1.27678 1.00735  0.112
H: 6.76424 0.88527 -0.65949  0.112
H: 5.40819 -0.83791 1.43457  0.106
H: 6.73381 -1.25308 0.36457  0.104
H: 3.77388 -1.32771 -0.13487  0.090
H: 5.01688 -2.36393 -0.79945  0.112
H: 4.03703 -0.97693 -2.57396  0.101
H: 5.71863 -0.52618 -2.32678  0.114



Below is a structure of composition B4CaF12H4, with properties calculated with the ωB97M-V functional and the def2-TZVPD basis.

The value obtained for the relative energy (zero: lowest compared OMol25 entry of this formula, charge and spin) is 480.1 kcal per mole. As for the multiplicity: 1. The orbital gap comes out at 0.31356 Eh. As for the charge: -2. The HOMO energy is -2.46 eV.

Last column: Löwdin charge in e.
Cartesian coordinates (Å):
Ca: -0.10852 0.10282 0.00850  1.593
B: -1.74566 0.93705 -0.21539  -0.544
H: -1.37386 0.68564 -1.19662  -0.007
H: -2.67850 1.47886 -0.23737  -0.013
H: -1.80099 0.06788 0.42158  -0.018
H: -0.93606 1.58772 0.07686  -0.023
B: 1.22599 0.86147 1.45205  -1.353
F: 1.18270 1.39693 0.14621  -0.018
F: -0.04919 0.76390 1.88909  0.093
F: 1.72687 -0.42835 1.41044  0.167
F: 2.02061 1.66770 2.24209  0.152
B: 1.00123 -0.01533 -1.81477  -1.239
F: 1.67802 -0.36087 -3.01230  0.111
F: -0.16869 -0.70537 -1.53314  -0.045
F: 1.78995 -0.25644 -0.72622  0.084
F: 0.65958 1.36861 -1.85324  0.098
B: -0.50866 -1.83577 0.55876  -1.543
F: -0.65462 -0.88828 1.47700  0.057
F: 0.68436 -1.66981 -0.07761  0.074
F: -0.39954 -2.96512 1.29839  0.186
F: -1.54503 -1.79325 -0.31430  0.187



Below is an isolated molecule of C3H4O2S, with properties calculated with the ωB97M-V functional and the def2-TZVPD basis.

The value obtained for the relative energy (zero: lowest compared OMol25 entry of this formula, charge and spin) is 44.2 kcal per mole. As for the multiplicity: 1. As for the structure (SMILES): O=C(O)CC=S. The orbital gap comes out at 0.30441 Eh. The HOMO energy is -8.61 eV.

Last column: Löwdin charge in e.
Cartesian coordinates (Å):
O: -0.73953 1.86339 -0.33517  -0.001
C: 0.07418 1.03028 0.10914  -0.571
O: 1.31498 1.32728 0.50058  0.116
C: -0.28187 -0.44314 0.16427  -0.156
C: -1.68857 -0.78530 -0.39969  -0.631
S: -2.96751 0.13842 -0.09503  0.752
H: 1.06244 2.26105 0.59124  0.130
H: 0.24670 -0.94576 0.92232  0.089
H: 0.61715 -0.73177 -0.68885  0.197
H: -1.89632 -1.79228 -0.94337  0.076



> Look up the relative energy (zero: lowest compared OMol25 entry of this formula, charge and spin) of the first one.

14.6 kcal per mole